The following is a quantum chemistry calculation of a cluster of 9 separate species, C22H42Br12O9 in total at a distorted geometry, from the OMol25 dataset.

Properties
SMILES = C[C@H]1COC(=O)O1.COC(=O)OC.COC(=O)OC.BrCCBr.BrCCBr.BrCCBr.BrCCBr.BrCCBr.BrCCBr
Total charge = 0
Relative energy (zero: lowest compared OMol25 entry of this formula, charge and spin) = 0.0 kcal per mole

CARTESIAN COORDINATES (ANGSTROEM)
C: 2.83304 -31.87436 0.41345
C: 1.46384 -32.05243 1.03295
C: 0.61208 -33.12275 0.31449
O: 0.23933 -34.00378 1.36478
C: 0.82006 -33.65605 2.52503
O: 0.73662 -34.28868 3.53186
O: 1.65527 -32.61447 2.35061
H: 3.45653 -32.76562 0.37584
H: 3.39389 -31.13024 0.97611
H: 2.66186 -31.45556 -0.58056
H: 0.90955 -31.13190 1.21131
H: 1.17938 -33.68069 -0.43143
H: -0.29065 -32.67533 -0.10177
C: 0.61639 -28.85436 3.40095
O: 1.72859 -29.04454 2.50256
C: 2.01735 -28.05960 1.65195
O: 1.39604 -27.06117 1.45089
O: 3.12042 -28.43537 1.01911
C: 3.78720 -27.49212 0.19046
H: -0.26966 -28.42588 2.94745
H: 1.07969 -28.21726 4.16299
H: 0.48423 -29.77705 3.96145
H: 4.84858 -27.71541 0.15330
H: 3.56794 -26.43038 0.28124
H: 3.41452 -27.70920 -0.81913
C: 4.57717 -35.81198 -6.05474
O: 4.68889 -36.37320 -7.33689
C: 5.52985 -35.77211 -8.17552
O: 6.30006 -34.89002 -7.89317
O: 5.30477 -36.21838 -9.39848
C: 6.32444 -35.97040 -10.37753
H: 3.78773 -36.32562 -5.51111
H: 4.31085 -34.74986 -6.03668
H: 5.51596 -35.82602 -5.49986
H: 6.15991 -36.76722 -11.10012
H: 7.35207 -36.03363 -10.03052
H: 6.12473 -35.00778 -10.84245
Br: 5.01707 -30.01939 -1.51985
C: 5.92055 -31.77420 -1.77768
C: 5.11217 -32.74894 -2.61955
Br: 6.23553 -34.18875 -3.39331
H: 6.18774 -32.22549 -0.82419
H: 6.88475 -31.60438 -2.25474
H: 4.64438 -32.25979 -3.47048
H: 4.29894 -33.20177 -2.05703
Br: 7.15067 -34.67233 0.65024
C: 5.82663 -36.04893 1.10281
C: 4.71323 -35.40457 1.89995
Br: 3.45646 -36.72220 2.57566
H: 6.38534 -36.80022 1.64849
H: 5.45031 -36.50726 0.19273
H: 4.16669 -34.63103 1.36651
H: 5.10654 -34.86553 2.76110
Br: 7.68186 -38.48580 -0.45726
C: 7.72900 -37.34853 -2.08473
C: 8.99403 -37.69762 -2.83850
Br: 9.15629 -36.44086 -4.34121
H: 7.76595 -36.31930 -1.73759
H: 6.82807 -37.52779 -2.66150
H: 8.87468 -38.69345 -3.26106
H: 9.88180 -37.72684 -2.21501
Br: 3.85976 -29.09010 5.33845
C: 4.99821 -29.61615 3.83794
C: 5.05876 -31.11690 3.60973
Br: 6.03551 -31.52132 1.96229
H: 6.01025 -29.29883 4.08795
H: 4.72277 -28.97436 3.00595
H: 4.11504 -31.65120 3.56103
H: 5.69497 -31.50739 4.39885
Br: 2.87535 -28.09036 -4.11353
C: 3.17544 -29.99320 -4.51677
C: 2.87057 -30.18660 -5.97970
Br: 2.89920 -32.13288 -6.36655
H: 2.59723 -30.62225 -3.84755
H: 4.22493 -30.21934 -4.34542
H: 3.56650 -29.70224 -6.65925
H: 1.90566 -29.76165 -6.25052
Br: 10.09462 -30.58776 2.04200
C: 10.38382 -32.43284 1.38418
C: 10.09912 -32.56245 -0.10374
Br: 10.54851 -34.38753 -0.68430
H: 9.73065 -33.01085 2.03267
H: 11.38975 -32.79727 1.59107
H: 10.72307 -31.85028 -0.63020
H: 9.01994 -32.44636 -0.17226

Cartesian forces (eV/Å) of the 3 atoms listed first:
-0.6 1.2 0.0
0.7 -0.9 0.3
0.0 0.6 0.5

The following is a quantum chemistry calculation of a cluster of 10 separate species, C42H70N4O7 in total at a distorted geometry, from the OMol25 dataset.

Properties
SMILES = CNC(C)=O.c1ccncc1.c1ccncc1.c1ccncc1.C1CCOC1.C1CCOC1.C1CCOC1.C1CCOC1.C1CCOC1.C1CCOC1
Total charge = 0

CARTESIAN COORDINATES (ANGSTROEM)
C: 2.43502 0.30972 -2.12134
N: 2.30885 0.11701 -0.69277
C: 1.13231 0.37184 -0.07430
C: 1.13350 0.17513 1.43601
O: 0.12680 0.76994 -0.63847
H: 3.48577 0.46062 -2.37468
H: 1.81011 1.12474 -2.47831
H: 2.22407 -0.57981 -2.72714
H: 3.16596 0.22674 -0.16876
H: 1.90373 0.77180 1.92665
H: 1.38738 -0.86620 1.65132
H: 0.15101 0.42921 1.82275
C: -3.48966 -2.46830 -2.05580
C: -3.83752 -3.64287 -1.40170
C: -3.47671 -3.81177 -0.08232
N: -2.95033 -2.83477 0.67448
C: -2.61706 -1.68139 0.08321
C: -2.81000 -1.53045 -1.30075
H: -3.63397 -2.38050 -3.12073
H: -4.20469 -4.54678 -1.87307
H: -3.56726 -4.80635 0.33564
H: -1.97704 -1.05126 0.68706
H: -2.48744 -0.57891 -1.70914
C: 4.81494 -0.22787 3.99103
C: 4.63903 1.12473 3.70418
C: 4.47454 1.46660 2.36544
N: 4.63182 0.66153 1.31931
C: 4.94981 -0.61686 1.62841
C: 5.00580 -1.09739 2.91999
H: 4.66202 -0.61222 4.99085
H: 4.31890 1.82070 4.46633
H: 4.21631 2.49407 2.12714
H: 5.32435 -1.16969 0.77596
H: 5.24034 -2.14429 3.06315
C: -1.95753 -2.65735 -5.17922
C: -1.10199 -1.86533 -4.48468
C: -0.25192 -1.00815 -5.16878
N: -0.30510 -0.83951 -6.49623
C: -1.15408 -1.64974 -7.19711
C: -1.93623 -2.60686 -6.56576
H: -2.59194 -3.36895 -4.66811
H: -0.87347 -2.03746 -3.43899
H: 0.63712 -0.55286 -4.74933
H: -1.15657 -1.55471 -8.27282
H: -2.55350 -3.29821 -7.12506
C: 1.98447 6.05956 -1.39381
C: 0.65082 5.30270 -1.28571
C: 1.13761 3.85924 -1.00319
O: 2.51493 3.79666 -1.43022
C: 3.05233 5.03426 -0.99502
H: 2.02354 6.95968 -0.77438
H: 2.19065 6.42118 -2.40019
H: 0.15906 5.45191 -2.24582
H: -0.03764 5.61586 -0.50218
H: 0.66397 3.09586 -1.61480
H: 1.15212 3.54641 0.04318
H: 4.01587 5.34414 -1.40907
H: 3.30612 4.98710 0.07302
C: -4.84934 2.73274 0.43246
C: -3.42101 2.40895 0.02437
C: -2.51730 3.14807 0.93537
O: -3.38441 4.11438 1.55881
C: -4.65433 4.18351 0.90230
H: -5.19778 2.08860 1.23909
H: -5.58271 2.70399 -0.37600
H: -3.30310 2.67538 -1.02961
H: -3.30800 1.32462 0.09811
H: -1.70836 3.56655 0.33585
H: -2.15959 2.37972 1.62320
H: -4.74482 4.94572 0.12205
H: -5.40188 4.48174 1.64007
C: 1.99867 -2.72140 4.37665
C: 2.81544 -3.73925 5.09815
C: 2.81978 -3.14360 6.50189
O: 1.53647 -2.49322 6.63355
C: 0.86645 -2.50701 5.34583
H: 1.69701 -3.13216 3.40946
H: 2.52909 -1.77900 4.23401
H: 3.81305 -3.89091 4.68118
H: 2.31987 -4.71399 5.12848
H: 3.57311 -2.34841 6.43252
H: 3.06991 -3.83757 7.29899
H: 0.36938 -1.56813 5.09812
H: 0.12151 -3.30519 5.36053
C: -3.05166 -0.95020 3.84951
C: -3.81430 0.35695 4.00340
C: -4.44236 0.18229 5.41195
O: -4.21300 -1.22440 5.77417
C: -2.93376 -1.52759 5.21090
H: -2.05413 -0.71279 3.45166
H: -3.45385 -1.69467 3.16535
H: -4.54900 0.33477 3.19775
H: -3.28038 1.30546 3.97225
H: -5.52789 0.25200 5.37365
H: -4.01286 0.74879 6.23649
H: -2.81047 -2.61297 5.23269
H: -2.15059 -1.14923 5.88271
C: 2.49863 -4.38783 -1.69912
C: 3.95126 -4.44874 -1.22138
C: 3.86205 -4.06174 0.26211
O: 2.48364 -4.14794 0.61290
C: 1.75803 -3.70669 -0.53831
H: 2.00445 -5.35887 -1.80770
H: 2.24775 -3.98003 -2.68220
H: 4.58790 -3.73380 -1.73892
H: 4.22636 -5.49757 -1.31993
H: 4.13779 -3.00926 0.37948
H: 4.44752 -4.75397 0.86245
H: 1.89723 -2.62095 -0.57007
H: 0.75512 -4.12264 -0.51027
C: -2.16644 2.69543 -5.81117
C: -1.98540 2.71018 -4.30343
C: -0.47363 2.94049 -4.14714
O: 0.04934 3.05783 -5.45746
C: -0.98890 3.54906 -6.27232
H: -3.08321 3.22755 -6.08818
H: -2.15034 1.71211 -6.27602
H: -2.45715 1.83042 -3.86799
H: -2.51227 3.59189 -3.92965
H: 0.02753 2.09199 -3.67123
H: -0.25519 3.76772 -3.46870
H: -0.81223 3.42897 -7.34275
H: -1.11201 4.63168 -6.12629

Cartesian forces (eV/Å) of the 3 atoms listed first:
0.5 -0.3 -0.6
-0.1 -0.1 -0.6
0.0 0.6 1.0

The following is a quantum chemistry calculation of a cluster of 11 separate species, C9H30BF4O16S in total at a distorted geometry, from the OMol25 dataset.

Properties
Total charge = -1

CARTESIAN COORDINATES (ANGSTROEM)
B: -0.48277 -1.84550 0.59714
F: -1.59496 -2.60579 1.16201
F: -0.33593 -2.01363 -0.73286
F: -0.66040 -0.49038 0.77579
F: 0.58037 -2.33806 1.21593
O: 2.49907 5.18247 -4.69712
S: 2.46162 3.70758 -4.92998
O: 1.28346 3.04682 -5.45578
O: 3.83734 3.26116 -5.76140
C: 4.01385 1.93717 -6.11507
C: 4.98638 1.92387 -7.30016
C: 2.98901 2.80719 -3.38753
H: 3.11303 1.42939 -6.45971
H: 4.42188 1.41323 -5.25072
H: 4.40110 2.10594 -8.20149
H: 5.38423 0.92857 -7.49814
H: 5.78000 2.67085 -7.28329
H: 4.06407 2.78563 -3.20899
H: 2.61182 1.79928 -3.56062
H: 2.44687 3.26489 -2.56007
O: 4.43565 -2.12363 -1.18473
H: 4.44320 -2.73890 -1.91795
H: 3.67823 -2.38415 -0.66063
O: -3.49319 -1.08621 -4.75391
H: -2.77834 -1.51986 -4.28790
H: -3.13811 -0.23075 -4.99546
O: -3.68835 1.44692 3.92479
H: -3.53435 2.36606 4.14318
H: -2.89360 1.17255 3.46727
O: 4.14037 1.78192 3.82815
H: 5.03617 1.62032 3.53207
H: 3.59559 1.25554 3.24303
O: -0.69093 -6.72685 3.11437
H: -0.87024 -6.64297 4.05088
H: -0.66952 -5.82565 2.79247
O: -4.92516 -3.33589 4.85635
H: -5.00909 -2.49904 5.31336
H: -4.51931 -3.11228 4.01879
O: 1.12493 -6.30709 -2.78068
H: 0.73401 -5.57807 -2.29909
H: 1.84590 -5.91183 -3.27079
C: -4.75603 4.25752 -1.91662
C: -5.85682 3.25103 -1.73193
O: -6.41374 3.12708 -3.01685
C: -5.94215 4.04692 -3.84029
O: -6.34792 4.19830 -5.00677
O: -4.99722 4.77316 -3.24223
H: -3.77707 3.78604 -1.83033
H: -4.93895 5.07654 -1.22103
H: -6.58371 3.66324 -1.03205
H: -5.45777 2.30192 -1.37410
C: 1.50701 -1.62461 8.96000
C: 1.30182 -1.61559 7.45401
O: 0.50545 -2.76771 7.28633
C: 0.20217 -3.29248 8.46486
O: -0.38963 -4.34284 8.50557
O: 0.59364 -2.53423 9.45314
H: 1.17856 -0.64852 9.31700
H: 2.53663 -1.86114 9.22842
H: 2.26173 -1.64948 6.93871
H: 0.75009 -0.73583 7.12281

Cartesian forces (eV/Å) of the 3 atoms listed first:
-2.4 -0.3 0.6
-0.1 0.6 -0.6
-0.2 -0.9 -2.6

The following is a quantum chemistry calculation of a cluster of 2 separate species, CH3BrClP in total at a distorted geometry, from the OMol25 dataset.

Properties
SMILES = C=PBr.Cl
Total charge = 0
Relative energy (zero: lowest compared OMol25 entry of this formula, charge and spin) = 40.2 kcal per mole

CARTESIAN COORDINATES (ANGSTROEM)
C: 0.27197 -1.06228 0.29467
P: -0.14405 -1.14319 -1.28616
Br: 0.69261 0.77162 -2.10847
H: -0.28303 -1.69345 1.05670
H: 0.66143 -0.11295 0.76723
Cl: -1.21226 1.84447 0.79006
H: 0.01334 1.39578 0.48596

Cartesian forces (eV/Å) of the 3 atoms listed first:
-1.1 1.1 2.0
0.2 -0.1 -0.3
0.1 -0.2 0.0

no.,HOMO-LUMO gap (eV)
1,10.17
2,9.73
3,10.09
4,9.57